Below is a molecular structure, C22H22BeN3O2PS3 in a non-equilibrium geometry, with properties calculated with ωB97M-V/def2-TZVPD.

Each line ends with the natural charge from an NBO analysis.
Element x y z (Å)
Be -2.25828 -1.81485 0.07436  1.495
C -4.36031 -5.58032 1.54413  -0.264
O -3.14228 -4.94381 1.83836  -0.481
C -2.98520 -3.75949 1.18986  0.059
S -3.95792 -3.02647 -0.06066  -0.308
S -1.68612 -2.85121 1.78844  -0.242
H -4.46211 -5.74617 0.48066  0.200
H -5.19238 -4.90353 1.89105  0.187
H -4.37230 -6.48842 2.10567  0.206
C 5.07235 1.30947 -1.28926  -0.968
P 3.98198 1.34418 0.11983  0.793
C 2.41630 1.87865 -0.54967  -0.349
C 1.98873 1.32647 -1.78104  -0.238
C 0.96496 1.94935 -2.45878  -0.145
C 0.10627 2.90655 -1.84511  -0.252
C 0.43740 3.16692 -0.51490  -0.223
C 1.55286 2.64624 0.14701  -0.199
C 3.95651 -0.47394 0.53195  -0.270
C 5.11346 -1.16925 0.55611  -0.264
C 5.14262 -2.52848 0.74701  -0.187
C 3.94482 -3.28663 0.83740  -0.227
C 2.78868 -2.53420 0.80122  -0.188
C 2.72707 -1.11920 0.73664  -0.228
H 6.07166 1.58356 -0.89768  0.243
H 4.64991 1.89005 -2.09710  0.249
H 5.06237 0.20572 -1.57241  0.238
H 2.46289 0.39736 -2.10984  0.245
H 0.76423 1.67330 -3.55507  0.207
H -0.76453 3.43457 -2.27780  0.229
H -0.06143 3.95538 0.05491  0.214
H 1.87080 3.12382 1.08677  0.223
H 6.07296 -0.67821 0.28480  0.210
H 6.14115 -2.96674 0.84457  0.208
H 4.00817 -4.39836 0.75240  0.223
H 1.86477 -3.02478 0.74590  0.212
H 1.84886 -0.50912 0.39945  0.231
S 1.40770 -2.13258 -2.20435  -0.209
C -0.12091 -1.95318 -1.64959  0.237
N -1.21016 -1.98093 -1.20976  -0.909
N -3.93265 4.58833 1.37998  -0.810
C -3.20089 4.09100 0.34818  0.620
O -2.61681 4.77281 -0.52355  -0.579
C -3.08477 2.64965 0.40615  -0.054
C -3.32472 1.71543 1.47095  -0.224
C -3.17451 0.38072 1.25036  0.055
N -2.63162 -0.13704 0.12776  -0.631
C -2.55500 0.67275 -0.97825  0.069
C -2.77332 2.02905 -0.88973  -0.183
H -4.00918 5.60788 1.32899  0.408
H -4.79864 4.11902 1.75417  0.410
H -3.64276 2.05033 2.45283  0.234
H -3.22497 -0.32004 2.08992  0.230
H -2.23136 0.23309 -1.95934  0.252
H -2.64433 2.62531 -1.74387  0.246

As for the largest force on an atom: 5.38 eV/Å. For the energy relative to the best compared isomer or geometry (same formula, charge and spin), the calculation gives 19.2 kJ/mol. The HOMO energy is -7.43 eV.